[1]
Here is a structure of composition C10H9ClN3O3PmS2 in a non-equilibrium geometry from the Open Molecules 2025 dataset. Energies are from the ωB97M-V functional and the def2-TZVPD basis.

Structure (ORCA input):
```
! wB97M-V def2-TZVPD RIJCOSX def2/J DEFGRID3
* xyz -2 5
Pm 11.265 9.036 4.284
N 14.675 11.939 4.383
C 13.504 11.405 3.974
S 13.601 9.977 2.984
N 12.408 12.114 4.319
N 11.176 11.584 4.087
C 10.201 12.500 4.174
C 8.804 12.195 4.264
C 7.823 13.250 4.404
C 6.480 12.931 4.364
C 6.044 11.586 4.266
C 6.943 10.557 4.397
C 8.326 10.807 4.310
O 9.164 9.779 4.298
H 15.530 11.443 4.302
H 14.705 12.892 4.659
H 10.539 13.548 4.312
H 8.113 14.271 4.303
H 5.676 13.723 4.448
H 4.961 11.366 4.106
H 6.621 9.481 4.365
S 11.973 7.354 6.034
Cl 9.795 5.132 5.247
C 10.302 5.089 3.550
C 11.235 6.233 3.157
O 12.392 6.042 2.809
O 10.634 7.388 2.993
H 9.414 5.084 2.902
H 10.830 4.151 3.334
*
```

As for the expectation value of S²: 6.007. Its orbital gap (alpha / beta) is 0.1741 / 0.1757 hartree. The relative energy (zero: lowest compared OMol25 entry of this formula, charge and spin) is 0.00 kcal per mole. The HOMO energy (alpha / beta) comes out at 0.218 / 0.174 eV.



[2]
Here is a structure of composition C10H9I in a non-equilibrium geometry from the Open Molecules 2025 dataset. Energies are from the ωB97M-V functional and the def2-TZVPD basis.

Structure (ORCA input):
```
! wB97M-V def2-TZVPD RIJCOSX def2/J DEFGRID3
* xyz 0 1
C -2.908 0.153 1.083
C -2.338 1.376 0.791
C -2.246 -1.091 1.054
C -0.933 1.455 0.309
C -0.909 -1.057 0.641
C -0.303 0.202 0.288
C 0.347 -1.756 0.280
C 0.921 -0.556 0.088
C 2.240 0.240 -1.825
C 2.574 -0.236 -0.520
I 3.543 1.080 0.833
H -3.806 0.261 1.641
H -2.984 2.237 0.973
H -2.778 -1.978 1.261
H -0.352 2.272 -0.007
H 0.667 -2.759 0.165
H 1.973 1.264 -1.754
H 2.995 0.417 -2.604
H 1.310 -0.298 -2.244
H 2.986 -1.227 -0.453
*
```

Its orbital gap is 0.2845 hartree. The relative energy (zero: lowest compared OMol25 entry of this formula, charge and spin) is 63.63 kcal per mole. The HOMO energy comes out at -7.627 eV.



[3]
Here is a structure of composition C10H9N2O in a non-equilibrium geometry from the Open Molecules 2025 dataset. Energies are from the ωB97M-V functional and the def2-TZVPD basis.

Structure (ORCA input):
```
! wB97M-V def2-TZVPD RIJCOSX def2/J DEFGRID3
* xyz 1 1
C -2.410 0.750 1.504
C 1.036 -2.446 0.280
C -1.883 -0.469 1.792
C -0.029 -2.211 1.127
C -1.926 1.597 0.471
C 1.450 -1.475 -0.667
C -0.808 -0.968 0.995
C -0.263 -0.084 0.048
C -0.789 1.215 -0.201
C 0.992 1.276 -1.661
N 0.851 -0.326 -0.617
N 2.180 1.865 -1.762
O -0.008 1.912 -1.041
H -3.256 0.954 2.121
H 1.697 -3.333 0.184
H -2.318 -0.930 2.567
H -0.256 -3.053 1.853
H -2.359 2.522 0.363
H 2.233 -1.549 -1.269
H 0.663 0.925 -2.740
H 2.866 1.356 -2.338
H 2.337 2.474 -1.008
*
```

Its orbital gap is 0.3095 hartree. The relative energy (zero: lowest compared OMol25 entry of this formula, charge and spin) is 12.01 kcal per mole. The HOMO energy comes out at -12.520 eV.



[4]
Here is a cluster of 2 separate species, C10H9N2O3 in total in a non-equilibrium geometry from the Open Molecules 2025 dataset. Energies are from the ωB97M-V functional and the def2-TZVPD basis.

Structure (ORCA input):
```
! wB97M-V def2-TZVPD RIJCOSX def2/J DEFGRID3
* xyz 1 1
C -2.201 2.598 -0.205
C -0.900 2.770 -0.581
C -2.656 1.298 0.078
C -2.194 -1.053 0.237
C 0.022 1.761 -0.581
C -1.289 -2.065 0.439
C -1.708 0.287 0.049
C -0.380 0.447 -0.266
C 0.110 -1.806 0.211
C 1.273 -2.777 0.159
N 0.554 -0.583 -0.058
N 4.408 0.828 0.111
O 4.473 0.545 1.205
O 4.670 0.857 -1.008
O 1.780 -0.326 -0.269
H -2.720 3.463 -0.369
H -0.598 3.783 -0.900
H -3.757 0.988 0.174
H -3.214 -1.248 0.512
H 1.066 1.999 -0.518
H -1.530 -2.991 0.937
H 2.096 -2.297 0.841
H 1.115 -3.767 0.632
H 1.581 -2.711 -0.829
*
```

Its orbital gap (alpha / beta) is 0.1351 / 0.1360 hartree. The relative energy (zero: lowest compared OMol25 entry of this formula, charge and spin) is 37.39 kcal per mole. The HOMO energy (alpha / beta) comes out at -11.402 / -11.410 eV.



[5]
Here is the molecule C10H9N3O in a non-equilibrium geometry from the Open Molecules 2025 dataset. Energies are from the ωB97M-V functional and the def2-TZVPD basis.

Structure (ORCA input):
```
! wB97M-V def2-TZVPD RIJCOSX def2/J DEFGRID3
* xyz 0 1
C -3.891 -0.546 0.143
C -0.452 1.437 -0.926
C 3.101 -0.417 -0.217
C 2.640 -1.616 0.341
C 2.043 0.375 -0.574
C 1.245 -1.550 0.251
C -0.134 3.223 0.208
C -2.735 0.136 0.591
C -1.561 -0.624 0.127
C -0.400 0.337 -0.149
N -4.774 -1.047 -0.380
N -0.396 2.701 -1.063
N 0.878 -0.290 -0.260
O 0.879 3.182 0.796
H 3.991 -0.004 -0.567
H 3.387 -2.334 0.874
H 2.111 1.454 -0.942
H 0.557 -2.377 0.181
H -0.969 3.693 0.690
H -2.818 1.214 0.314
H -2.798 0.177 1.706
H -1.584 -1.310 -0.840
H -1.232 -1.282 0.875
*
```

Its orbital gap is 0.3152 hartree. The relative energy (zero: lowest compared OMol25 entry of this formula, charge and spin) is 105.34 kcal per mole. The HOMO energy comes out at -8.653 eV. As for the structure (SMILES): N#CCCC(=C=NC=O)n1cccc1.



[6]
Here is a structure of composition C10H9N4O6SSeSn in a non-equilibrium geometry from the Open Molecules 2025 dataset. Energies are from the ωB97M-V functional and the def2-TZVPD basis.

Structure (ORCA input):
```
! wB97M-V def2-TZVPD RIJCOSX def2/J DEFGRID3
* xyz -1 1
Sn 2.524 -0.786 1.656
N -1.120 -0.556 -4.970
C -0.972 -0.889 -3.639
C 0.308 -0.996 -3.086
C 0.463 -1.259 -1.743
C -0.646 -1.435 -0.942
C -1.921 -1.323 -1.462
C -2.086 -1.053 -2.809
S -0.346 -1.791 0.775
O -1.542 -2.259 1.404
O 0.802 -2.689 0.816
N 0.270 -0.410 1.349
C -0.420 0.726 1.388
N 0.323 1.818 1.643
C -0.326 2.941 1.846
C -1.714 3.018 1.795
C -2.367 1.866 1.391
N -1.737 0.729 1.159
H -0.319 -0.713 -5.561
H -2.009 -0.760 -5.393
H 1.174 -0.864 -3.716
H 1.443 -1.340 -1.296
H -2.760 -1.441 -0.796
H -3.078 -0.962 -3.229
H 0.285 3.814 2.040
H -2.243 3.929 2.016
H -3.439 1.839 1.234
O 5.734 -0.516 3.508
Se 4.353 0.206 3.676
O 3.094 -0.969 3.760
O 3.932 0.969 2.264
O 4.339 1.156 4.920
*
```

Its orbital gap is 0.3006 hartree. The relative energy (zero: lowest compared OMol25 entry of this formula, charge and spin) is 13.98 kcal per mole. The HOMO energy comes out at -5.807 eV.



[7]
Here is the molecule C10H9NO3 in a non-equilibrium geometry from the Open Molecules 2025 dataset. Energies are from the ωB97M-V functional and the def2-TZVPD basis.

Structure (ORCA input):
```
! wB97M-V def2-TZVPD RIJCOSX def2/J DEFGRID3
* xyz 0 1
C -1.121 2.754 -0.927
C -0.211 2.406 -1.982
C -1.425 1.804 -0.036
C 0.209 1.126 -2.188
C -0.932 0.444 0.031
C -0.024 0.112 -1.202
C 0.139 0.134 1.068
C 0.640 -1.050 -1.250
C -0.255 -1.170 1.562
C 0.331 -1.967 2.659
N -1.442 -1.461 1.134
O -1.992 -0.506 0.214
O 1.046 0.809 1.485
O -2.221 -2.309 1.461
H -1.519 3.730 -0.870
H -0.168 3.191 -2.726
H -2.199 2.145 0.731
H 0.714 0.727 -3.069
H 1.576 -1.096 -1.912
H 0.658 -1.807 -0.553
H -0.384 -2.101 3.500
H 1.084 -1.320 2.898
H 0.729 -2.997 2.483
*
```

Its orbital gap is 0.3025 hartree. The relative energy (zero: lowest compared OMol25 entry of this formula, charge and spin) is 127.10 kcal per mole. The HOMO energy comes out at -8.600 eV. As for the structure (SMILES): C=C1C=CC=C[C@@]12O[N+]([O-])=C(C)C2=O.



[8]
Here is a cluster of 2 separate species, C10H9NOS in total in a non-equilibrium geometry from the Open Molecules 2025 dataset. Energies are from the ωB97M-V functional and the def2-TZVPD basis.

Structure (ORCA input):
```
! wB97M-V def2-TZVPD RIJCOSX def2/J DEFGRID3
* xyz 0 3
C 1.898 -1.378 1.503
C 0.690 -2.039 1.377
C 2.038 -0.024 1.083
C -0.356 -1.302 0.957
C 0.991 0.770 0.746
C -0.272 0.114 0.715
C -2.317 0.857 -2.587
C -1.293 2.851 -2.863
C -1.151 0.280 -2.587
C -1.455 0.755 0.662
N -2.376 2.210 -2.782
O 1.278 1.395 -2.082
S 0.201 1.491 -3.089
H 2.757 -1.801 2.080
H 0.599 -3.109 1.413
H 3.046 0.298 1.038
H -1.372 -1.728 0.997
H 0.925 1.701 0.225
H -3.148 0.343 -2.229
H -1.126 3.868 -3.098
H -2.424 0.138 0.728
H -1.513 1.782 0.285
*
```

As for the expectation value of S²: 2.070. Its orbital gap (alpha / beta) is 0.2324 / 0.2563 hartree. The HOMO energy (alpha / beta) comes out at -6.958 / -9.194 eV.